One molecule with the formula C21H25N3O3S, computed with wB97M-V/def2-TZVPD.

Output
Highest occupied orbital energy in eV: -8.386
ΔE to the lowest compared entry with this formula, charge and spin in eV: 3.3230
SMILES string: Cc1ccc(OCc2nnc(SCC(=O)C(C)(C)C)n2Cc2ccco2)cc1
E_LUMO in eV: 0.5491
Molecular weight in g/mol: 399.52
Gap between HOMO and LUMO in eV: 8.9354

Last column: Löwdin charge in e.
Atoms and positions in Å:
C (-2.568, 0.718, -1.331)  -0.04
H (-1.789, -3.355, -1.872)  0.11
N (1.804, 0.491, 0.905)  0.03
H (-1.964, 3.030, -2.654)  0.09
H (3.759, -2.022, -1.208)  0.11
H (-1.669, 0.147, -1.552)  0.09
H (-4.102, -3.889, 0.032)  0.08
H (-0.086, -1.886, 2.514)  0.11
H (-2.475, -2.073, 2.137)  0.12
H (1.453, -0.489, -0.896)  0.13
C (-2.206, 2.082, -0.738)  -0.54
O (-1.256, 0.760, 1.023)  0.10
C (-1.379, 2.882, -1.749)  -0.05
C (5.578, 0.668, -0.947)  -0.11
N (1.314, 1.407, 2.842)  0.04
H (-3.156, 0.143, -0.621)  0.08
C (1.957, -0.415, 1.913)  -0.29
H (-3.140, 0.845, -2.246)  0.09
H (-4.340, -2.235, 0.592)  0.07
H (3.469, -1.872, 1.559)  0.13
C (2.389, -1.831, 1.737)  -0.11
C (3.494, 0.097, -0.783)  -0.25
H (-1.096, 3.857, -1.364)  0.07
H (6.366, -1.307, -1.424)  0.10
C (-3.492, 2.843, -0.386)  -0.03
H (-0.850, 2.963, 2.320)  0.09
C (-1.800, -2.324, 1.332)  -0.04
C (-3.789, -2.854, -0.112)  -0.06
H (-4.118, 2.927, -1.272)  0.09
C (-2.311, -2.729, 0.109)  -0.30
H (-3.279, 3.846, -0.024)  0.08
C (-0.437, -2.220, 1.551)  -0.01
S (0.936, 3.088, 0.738)  1.00
N (1.662, 0.137, 3.060)  0.08
H (-4.052, 2.310, 0.380)  0.09
H (-0.473, 2.342, -2.013)  0.08
C (0.445, -2.526, 0.526)  -0.27
C (-1.430, 1.859, 0.556)  -0.43
H (1.731, 1.278, -0.985)  0.10
H (-4.056, -2.563, -1.126)  0.07
C (1.390, 1.617, 1.559)  -0.64
C (2.047, 0.343, -0.511)  -0.05
O (1.818, -2.454, 0.611)  -0.07
H (6.387, 1.371, -0.920)  0.12
H (2.164, -2.371, 2.665)  0.14
C (-0.833, 3.071, 1.236)  -0.34
C (-1.416, -3.039, -0.908)  -0.05
C (4.177, -1.044, -1.085)  -0.02
C (-0.055, -2.939, -0.707)  -0.01
H (0.643, -3.178, -1.496)  0.12
H (-1.251, 4.023, 0.924)  0.07
O (4.348, 1.141, -0.696)  0.06
C (5.539, -0.668, -1.194)  -0.05

---

One molecule with the formula C21H25N3O4, computed with wB97M-V/def2-TZVPD.

Output
Highest occupied orbital energy in eV: -8.175
ΔE to the lowest compared entry with this formula, charge and spin in eV: 2.0542
SMILES string: CCOC(=O)N1CCN(CC(=O)Nc2ccc(Oc3ccccc3)cc2)CC1
E_LUMO in eV: 0.5201
Molecular weight in g/mol: 383.45
Gap between HOMO and LUMO in eV: 8.6949

Last column: Löwdin charge in e.
Atoms and positions in Å:
H (1.439, 3.635, -1.395)  0.12
C (-1.898, 3.500, 1.287)  -0.10
H (1.844, 2.755, 0.832)  0.12
C (0.392, -0.094, -1.704)  -0.22
C (0.065, -2.828, -2.132)  -0.26
H (-1.731, 0.066, 5.738)  0.08
C (-1.528, 2.814, 3.582)  -0.54
C (-2.067, 1.045, 6.072)  -0.06
N (0.322, 4.067, 0.283)  -0.16
H (-2.993, 1.295, 5.561)  0.07
C (-1.012, 2.099, 5.765)  -0.22
C (1.495, -0.944, -1.734)  -0.02
C (-1.039, -1.983, -2.087)  0.02
C (0.004, 2.087, 1.780)  -0.11
N (0.626, 1.271, -1.486)  0.12
H (-0.073, 1.879, 6.278)  0.12
C (1.464, -4.520, -4.036)  -0.03
H (-2.251, 1.014, 7.142)  0.08
H (1.694, -8.197, -2.908)  0.10
H (-0.266, 1.393, 0.976)  0.12
H (1.380, -3.494, -4.364)  0.12
H (-1.742, 0.020, -1.849)  0.10
O (-0.174, -4.168, -2.279)  0.04
C (0.383, 3.647, -1.102)  -0.10
H (0.485, 1.531, 2.583)  0.13
H (-0.129, 4.408, -1.695)  0.13
C (2.297, -5.402, -4.700)  -0.08
H (-2.766, 3.954, 1.765)  0.13
H (-0.713, 5.271, 1.590)  0.13
H (-1.427, 5.150, -0.032)  0.12
H (2.201, -2.950, -1.949)  0.12
H (1.230, 3.819, 2.109)  0.13
H (2.488, -0.542, -1.588)  0.11
O (-1.464, 2.175, -1.590)  0.06
C (0.939, 3.193, 1.258)  -0.15
H (2.873, -5.052, -5.544)  0.10
O (-2.472, 3.447, 3.997)  0.09
C (-0.269, 2.296, -1.428)  -0.45
H (3.043, -7.404, -4.819)  0.10
C (0.719, -4.963, -2.949)  -0.26
O (-0.676, 2.121, 4.381)  -0.02
C (2.390, -6.722, -4.297)  -0.10
C (-0.882, -0.628, -1.875)  0.00
C (1.338, -2.299, -1.942)  -0.02
C (0.801, -6.294, -2.549)  -0.01
H (-2.226, 2.856, 0.467)  0.11
N (-1.211, 2.692, 2.275)  -0.03
C (-0.944, 4.585, 0.766)  -0.14
C (1.634, -7.166, -3.224)  -0.08
H (0.204, -6.623, -1.714)  0.12
H (-2.023, -2.405, -2.219)  0.12
H (1.601, 1.505, -1.358)  0.13
H (-1.375, 3.089, 6.060)  0.12

---

One molecule with the formula C21H25N3O5S2, computed with wB97M-V/def2-TZVPD.

Output
Highest occupied orbital energy in eV: -8.231
ΔE to the lowest compared entry with this formula, charge and spin in eV: 0.0000
SMILES string: CCOC(=O)N1CCN(C(=O)CCN2C(=O)/C(=C\c3cccc(OC)c3)SC2=S)CC1
E_LUMO in eV: -0.8098
Molecular weight in g/mol: 463.58
Gap between HOMO and LUMO in eV: 7.4215

Last column: Löwdin charge in e.
Atoms and positions in Å:
H (-4.432, 0.367, -2.092)  0.13
N (-1.738, 0.977, -0.136)  -0.04
H (8.587, 0.756, 0.751)  0.12
C (2.901, -1.799, -0.034)  -0.39
S (1.558, -2.918, 0.200)  1.04
C (4.068, -2.018, 0.611)  -0.03
H (-0.332, -0.474, -2.705)  0.09
C (5.386, 2.932, 0.067)  -0.07
H (-7.721, 0.948, 1.080)  0.12
H (-3.109, -0.779, -1.718)  0.08
H (1.274, 0.193, -3.137)  0.14
C (0.294, 1.257, -1.526)  -0.06
C (-7.362, 0.072, 1.631)  -0.22
H (6.495, -2.966, 1.010)  0.11
C (6.489, -1.895, 0.876)  -0.04
O (-5.973, -0.108, 1.363)  -0.01
C (5.279, -1.232, 0.640)  -0.21
H (5.709, 3.955, -0.118)  0.09
H (-7.786, -2.037, 1.752)  0.08
C (0.586, -0.027, -2.316)  -0.13
H (-8.110, -1.313, 0.169)  0.08
C (-2.680, 1.279, -1.190)  -0.10
H (-3.250, 2.172, -0.904)  0.14
C (0.539, -2.039, -0.906)  -1.08
H (8.606, -1.698, 1.077)  0.11
H (-7.418, 0.259, 2.705)  0.12
C (-0.394, 0.902, -0.214)  -0.45
H (-1.609, 0.404, 1.845)  0.12
O (3.199, 0.109, -1.480)  0.11
N (-4.287, -0.209, -0.115)  -0.03
H (4.337, 0.662, 0.363)  0.10
C (7.672, -1.183, 0.908)  -0.07
C (-3.654, 0.105, -1.373)  -0.12
O (-6.320, 0.523, -0.785)  0.09
C (7.671, 0.187, 0.729)  0.00
C (-3.345, -0.529, 0.931)  -0.11
C (6.468, 0.867, 0.522)  -0.26
H (-0.265, 1.957, -2.140)  0.11
C (5.277, 0.156, 0.489)  0.04
C (-2.387, 0.650, 1.122)  -0.09
H (1.250, 1.713, -1.258)  0.12
H (4.118, -2.937, 1.185)  0.11
O (6.561, 2.211, 0.364)  -0.08
H (-2.779, -1.415, 0.623)  0.09
C (-8.172, -1.157, 1.243)  -0.06
H (-2.174, 1.471, -2.133)  0.11
C (2.520, -0.782, -1.021)  -0.42
S (-1.006, -2.448, -1.248)  0.71
C (-5.588, 0.109, 0.084)  -0.54
N (1.221, -1.003, -1.456)  -0.11
H (-9.212, -1.011, 1.520)  0.08
O (0.286, 0.545, 0.736)  0.05
H (-3.879, -0.740, 1.854)  0.13
H (-2.947, 1.526, 1.468)  0.14
H (4.687, 2.919, 0.908)  0.10
H (4.891, 2.535, -0.824)  0.09

---

C21H25N4V as an isolated structure, computed with wB97M-V/def2-TZVPD.

Output
Highest occupied orbital energy (alpha / beta) in eV: -14.530 / -14.617
Net charge: +2
E_LUMO (alpha / beta) in eV: -6.9263 / -6.6096
Molecular weight in g/mol: 384.40
Multiplicity: 3
Gap between HOMO and LUMO (alpha / beta) in eV: 7.6033 / 8.0074

Last column: Löwdin charge in e.
Atoms and positions in Å:
H (1.315, 2.037, -1.439)  0.12
H (-1.847, -1.110, -1.020)  0.15
H (2.353, -2.042, -1.103)  0.10
H (2.227, -4.606, 2.207)  0.12
C (-0.638, -1.913, -2.491)  -0.13
H (2.637, 1.212, -3.299)  0.14
N (-1.009, -0.831, -1.523)  -0.11
C (1.612, -3.716, 2.168)  -0.04
N (1.145, 1.093, -1.774)  -0.13
C (-1.746, 1.553, 3.621)  0.06
H (-2.411, 5.688, 1.732)  0.12
C (0.541, -3.574, 3.042)  -0.03
H (1.631, -0.985, -3.652)  0.12
C (2.254, -0.853, -2.768)  -0.15
C (0.637, -2.600, -2.041)  -0.15
H (-1.263, -0.396, 4.308)  0.12
H (-0.355, 2.742, -0.576)  0.07
V (0.530, -0.242, -0.219)  1.04
C (-2.022, 4.684, 1.648)  -0.03
H (-1.017, -2.309, 3.743)  0.12
H (-2.233, 1.844, 4.543)  0.14
C (-1.219, 0.303, 3.489)  0.03
H (-2.646, 4.094, 3.599)  0.13
H (3.224, -1.286, -3.014)  0.15
H (0.288, 0.620, -3.643)  0.12
N (-0.477, 0.807, 1.271)  0.04
H (2.719, -2.884, 0.569)  0.10
H (0.450, -3.227, -1.169)  0.13
H (-0.521, -1.459, -3.474)  0.12
H (3.206, 0.760, -1.692)  0.14
C (-1.366, 4.281, 0.468)  -0.03
H (-1.750, 1.123, -1.413)  0.11
C (2.405, 0.613, -2.417)  -0.14
C (-0.577, -0.054, 2.290)  -0.19
H (-0.234, 2.158, -3.012)  0.14
H (1.024, -3.241, -2.837)  0.14
H (0.305, -4.360, 3.747)  0.13
C (1.116, -1.560, 1.170)  -0.16
C (1.878, -2.726, 1.238)  -0.10
C (-0.988, 2.085, 1.389)  -0.18
C (-0.020, 1.126, -2.732)  -0.14
N (1.627, -1.574, -1.632)  -0.11
C (-0.207, -2.411, 3.035)  -0.01
C (0.097, -1.382, 2.139)  -0.18
C (-1.292, 0.487, -2.171)  -0.15
C (-0.858, 3.016, 0.338)  -0.03
C (-1.640, 2.487, 2.571)  -0.13
H (-2.017, 0.368, -2.978)  0.15
C (-2.153, 3.802, 2.681)  0.01
H (-1.259, 4.987, -0.345)  0.12
H (-1.456, -2.627, -2.573)  0.14